Below is C13H46B2HgO6 as an isolated structure at a distorted geometry, with properties calculated with ωB97M-V/def2-TZVPD.

Summary:
molar mass = 520.72 g mol⁻¹
DFT total energy = -32021.390 eV
HOMO energy = -8.53 eV
frontier orbital gap = 0.1406 hartree

CARTESIAN COORDINATES (ANGSTROEM)
Hg: 26.244 2.197 -2.731
O: 29.655 3.229 1.384
H: 29.727 3.187 0.427
H: 29.085 2.547 1.745
H: 29.219 4.080 1.465
B: 25.207 4.608 -4.637
H: 24.967 5.325 -5.408
H: 25.694 5.165 -3.852
H: 24.338 4.167 -4.175
H: 25.875 3.849 -5.014
B: 27.156 -0.629 -1.195
H: 26.865 0.222 -0.600
H: 27.874 -0.219 -1.888
H: 27.561 -1.399 -0.556
H: 26.326 -1.005 -1.775
C: 30.599 2.995 -3.608
O: 29.644 3.207 -2.624
H: 31.037 3.940 -3.930
H: 31.361 2.251 -3.378
H: 30.154 2.715 -4.563
C: 35.550 0.651 -1.298
C: 34.326 -0.264 -1.031
C: 34.626 -1.648 -0.347
O: 33.285 0.428 -0.248
H: 35.842 1.142 -0.370
H: 35.498 1.451 -2.036
H: 36.412 0.010 -1.484
H: 33.869 -0.439 -2.006
H: 34.962 -2.375 -1.087
H: 33.743 -2.226 -0.075
H: 35.334 -1.464 0.461
H: 32.651 0.818 -0.854
C: 32.306 -1.957 -11.285
C: 31.044 -1.261 -10.817
C: 31.327 -0.138 -9.748
O: 30.444 -0.674 -11.932
H: 33.189 -1.366 -11.529
H: 32.178 -2.566 -12.180
H: 32.605 -2.663 -10.510
H: 30.355 -2.027 -10.461
H: 32.117 -0.569 -9.133
H: 30.605 0.222 -9.015
H: 31.892 0.677 -10.200
H: 29.740 -0.057 -11.717
C: 28.603 5.142 -10.133
C: 27.953 5.139 -8.772
C: 28.412 6.266 -7.939
O: 26.538 5.303 -8.862
H: 28.341 4.439 -10.923
H: 29.666 5.320 -9.971
H: 28.269 6.044 -10.646
H: 28.078 4.204 -8.226
H: 28.207 7.270 -8.310
H: 29.418 6.185 -7.526
H: 27.854 6.220 -7.004
H: 26.184 5.278 -7.970
C: 30.205 9.819 -2.548
C: 30.445 8.415 -2.045
C: 30.510 8.243 -0.480
O: 29.265 7.743 -2.505
H: 30.254 9.959 -3.627
H: 31.013 10.423 -2.133
H: 29.362 10.321 -2.072
H: 31.390 7.952 -2.330
H: 31.260 8.923 -0.077
H: 30.752 7.234 -0.147
H: 29.573 8.654 -0.105
H: 29.467 6.815 -2.367